8
Properties=species:S:1:pos:R:3:lowdin_charge:R:1 method="wB97M-V/def2-TZVPD" orbital_gap_ev="8.2 / 8.1" de_lowest_kj_mol=427.58 spin_multiplicity=1 max_force_ha_per_bohr=0.08184
C -0.389 0.164 0.511 -0.64
O -1.339 0.754 -0.154 -0.13
P 1.353 0.539 0.071 0.77
H -0.671 0.236 1.517 0.03
H -0.851 -1.769 0.076 0.08
H -1.374 0.621 -1.134 0.13
H 1.936 -0.661 0.398 -0.13
H 1.335 0.115 -1.284 -0.10

64
Properties=species:S:1:pos:R:3:lowdin_charge:R:1 method="wB97M-V/def2-TZVPD" orbital_gap_ev=9.2 spin_multiplicity=1 max_force_ha_per_bohr=0.03710 total_charge=+1
C -5.007 1.257 -0.428 0.09
C -4.111 0.527 0.264 -0.14
N -3.066 -0.171 -0.452 0.16
C -1.785 0.118 -0.399 -0.28
N -0.799 -0.558 -1.058 0.16
C 0.169 0.503 -1.370 -0.29
S 1.704 -0.078 -2.060 0.65
O 1.564 -0.052 -3.468 -0.22
O 2.085 -1.267 -1.399 -0.21
F 2.641 1.087 -1.645 -0.10
C 0.178 1.314 -0.069 -0.03
N -1.247 1.151 0.279 -0.07
O -1.636 1.324 1.592 0.09
H -4.673 2.002 -1.145 0.08
H -6.058 1.065 -0.276 0.04
H -4.045 0.455 1.343 0.12
H -3.353 -0.963 -1.008 0.17
H -1.132 -1.091 -1.856 0.17
H -0.296 1.164 -2.109 0.15
H 0.368 2.366 -0.269 0.15
H 0.829 0.955 0.730 0.11
H -2.046 2.202 1.638 0.14
C 4.605 -1.411 0.912 -0.05
C 4.164 -1.520 2.352 -0.16
O 4.196 -0.216 2.992 0.06
C 3.183 0.571 2.738 -0.39
O 2.236 0.341 2.031 0.12
C 3.328 1.899 3.515 -0.55
F 4.565 2.380 3.430 0.18
F 3.030 1.701 4.802 0.18
F 2.484 2.809 3.021 0.16
H 5.592 -0.961 0.826 0.07
H 4.629 -2.395 0.447 0.10
H 3.899 -0.791 0.364 0.05
H 4.831 -2.149 2.935 0.13
H 3.160 -1.936 2.435 0.13
C 7.456 2.473 -2.777 -0.06
C 7.485 1.059 -3.313 -0.19
O 8.481 0.263 -2.636 0.04
C 8.135 -0.244 -1.469 -0.40
O 7.087 -0.123 -0.904 0.15
C 9.293 -1.099 -0.905 -0.55
F 10.465 -0.475 -1.034 0.18
F 9.355 -2.260 -1.569 0.17
F 9.087 -1.359 0.383 0.17
H 8.445 2.925 -2.842 0.09
H 6.756 3.075 -3.355 0.08
H 7.147 2.490 -1.732 0.08
H 7.780 1.046 -4.359 0.13
H 6.514 0.573 -3.230 0.12
C -11.415 -1.919 2.004 -0.06
C -11.244 -1.235 0.668 -0.18
O -9.886 -0.750 0.496 0.04
C -9.000 -1.638 0.100 -0.41
O -9.160 -2.795 -0.141 0.19
C -7.631 -0.949 -0.074 -0.53
F -7.337 -0.134 0.959 0.14
F -7.608 -0.205 -1.199 0.15
F -6.643 -1.837 -0.170 0.16
H -11.122 -1.252 2.815 0.09
H -12.458 -2.202 2.143 0.09
H -10.803 -2.817 2.068 0.08
H -11.866 -0.346 0.599 0.13
H -11.500 -1.892 -0.161 0.13

229
Properties=species:S:1:pos:R:3:lowdin_charge:R:1 method="wB97M-V/def2-TZVPD" orbital_gap_ev="6.5 / 8.3" spin_multiplicity=11 max_force_ha_per_bohr=0.09009 s2=30.01
Mn 9.913 8.892 -21.531 0.72
Mn 10.028 6.242 -21.374 0.72
O 9.452 4.608 -20.285 -0.40
H 8.953 3.897 -19.838 -0.05
O 10.349 7.662 -19.974 -0.39
H 10.221 7.353 -19.056 -0.01
O 8.466 7.468 -21.921 -0.37
H 7.492 7.541 -21.880 -0.03
O 11.113 7.591 -22.547 -0.38
H 11.483 7.175 -23.350 -0.01
C 0.314 9.730 -24.733 -0.08
O 1.392 8.984 -24.118 -0.18
C 0.954 8.226 -22.994 -0.22
C 2.070 7.350 -22.555 -0.20
O 3.109 8.105 -21.921 -0.12
C 4.040 7.285 -21.237 -0.17
C 5.357 7.998 -20.856 -0.17
O 5.353 8.914 -19.749 -0.19
C 4.412 9.969 -19.842 -0.10
H 0.066 10.480 -23.981 0.08
H -0.553 9.093 -24.907 0.08
H 0.686 10.251 -25.615 0.09
H 0.199 7.499 -23.296 0.13
H 0.637 8.758 -22.098 0.14
H 2.498 6.690 -23.310 0.13
H 1.638 6.630 -21.860 0.11
H 4.363 6.443 -21.850 0.12
H 3.670 6.880 -20.295 0.11
H 5.745 8.517 -21.733 0.11
H 6.164 7.284 -20.689 0.10
H 4.606 10.566 -20.734 0.08
H 4.653 10.653 -19.028 0.09
H 3.354 9.715 -19.775 0.09
C 7.309 6.052 -17.806 -0.08
O 6.367 5.584 -16.835 -0.17
C 5.124 6.196 -16.929 -0.21
C 3.935 5.276 -16.499 -0.18
O 2.792 6.034 -16.153 -0.15
C 1.700 5.251 -15.632 -0.16
C 0.982 4.416 -16.719 -0.20
O 0.435 5.205 -17.775 -0.18
C 1.294 5.413 -18.954 -0.06
H 8.225 5.469 -17.709 0.08
H 7.544 7.101 -17.623 0.08
H 6.941 6.017 -18.832 0.06
H 4.852 6.580 -17.912 0.11
H 5.161 7.101 -16.322 0.13
H 4.311 4.738 -15.629 0.13
H 3.722 4.609 -17.334 0.10
H 0.977 5.969 -15.245 0.12
H 2.072 4.652 -14.801 0.12
H 0.199 3.798 -16.281 0.12
H 1.643 3.653 -17.129 0.11
H 1.810 4.520 -19.309 0.08
H 2.030 6.176 -18.699 0.07
H 0.711 5.870 -19.753 0.07
C 8.296 10.167 -19.111 -0.05
O 8.527 9.999 -20.474 -0.25
C 7.774 10.804 -21.346 -0.16
C 7.989 10.456 -22.811 -0.15
O 9.370 10.190 -23.111 -0.20
C 9.575 9.986 -24.512 -0.15
C 11.014 10.423 -24.988 -0.14
O 11.330 11.786 -24.661 -0.21
C 10.366 12.759 -25.131 -0.08
H 8.881 10.945 -18.620 0.08
H 8.452 9.199 -18.636 0.09
H 7.237 10.383 -18.969 0.09
H 7.947 11.873 -21.223 0.12
H 6.693 10.745 -21.217 0.11
H 7.622 11.309 -23.382 0.13
H 7.416 9.565 -23.067 0.12
H 8.815 10.400 -25.175 0.12
H 9.523 8.918 -24.723 0.11
H 11.016 10.244 -26.063 0.12
H 11.814 9.849 -24.520 0.12
H 10.244 12.760 -26.214 0.09
H 10.796 13.756 -25.026 0.09
H 9.418 12.699 -24.596 0.08
C 5.368 3.496 -19.938 -0.06
O 5.126 3.603 -21.334 -0.19
C 6.288 3.805 -22.031 -0.24
C 7.190 2.544 -22.253 -0.14
O 6.669 1.494 -23.116 -0.16
C 5.648 0.660 -22.536 -0.17
C 4.950 -0.482 -23.356 -0.19
O 5.839 -1.528 -23.681 -0.20
C 6.584 -1.278 -24.884 -0.09
H 5.618 2.464 -19.695 0.09
H 4.458 3.848 -19.451 0.07
H 6.152 4.179 -19.611 0.07
H 6.906 4.620 -21.653 0.10
H 6.025 4.181 -23.020 0.12
H 7.484 2.122 -21.292 0.11
H 8.150 2.840 -22.677 0.11
H 4.824 1.307 -22.233 0.11
H 6.119 0.285 -21.627 0.12
H 4.467 -0.003 -24.207 0.12
H 4.226 -0.969 -22.703 0.12
H 7.100 -0.319 -24.846 0.08
H 5.957 -1.255 -25.776 0.08
H 7.223 -2.160 -24.825 0.09
C 8.875 5.662 -24.187 -0.11
O 9.621 5.145 -23.153 -0.27
C 10.809 4.539 -23.623 -0.18
C 11.645 3.914 -22.543 -0.19
O 12.048 4.973 -21.721 -0.19
C 12.694 4.472 -20.527 -0.15
C 13.994 3.685 -20.830 -0.16
O 13.791 2.257 -20.990 -0.20
C 13.312 1.512 -19.884 -0.10
H 7.854 5.732 -23.812 0.09
H 8.934 4.974 -25.031 0.10
H 9.114 6.676 -24.509 0.08
H 11.397 5.194 -24.266 0.13
H 10.401 3.709 -24.200 0.13
H 12.575 3.631 -23.036 0.13
H 11.147 3.095 -22.023 0.14
H 12.006 3.946 -19.865 0.10
H 12.905 5.310 -19.864 0.12
H 14.730 4.005 -20.093 0.11
H 14.494 4.046 -21.728 0.11
H 14.144 1.569 -19.182 0.09
H 13.201 0.470 -20.187 0.09
H 12.350 1.802 -19.461 0.08
C 14.932 7.718 -22.235 -0.05
C 16.364 8.183 -21.961 -0.29
O 17.312 7.586 -22.799 -0.18
P 17.540 8.157 -24.312 0.51
O 16.664 9.306 -24.690 -0.24
O 19.165 8.403 -24.388 -0.18
C 20.072 7.504 -23.875 -0.33
C 20.988 8.302 -22.988 -0.06
O 17.333 6.870 -25.213 -0.17
C 16.075 6.184 -25.201 -0.27
C 16.179 5.007 -26.130 -0.08
H 14.627 7.955 -23.254 0.07
H 14.866 6.635 -22.128 0.07
H 14.168 8.210 -21.633 0.06
H 16.362 9.271 -22.018 0.10
H 16.615 8.040 -20.910 0.11
H 19.497 6.741 -23.352 0.11
H 20.494 6.939 -24.707 0.13
H 20.457 8.820 -22.189 0.08
H 21.798 7.728 -22.538 0.08
H 21.570 8.994 -23.597 0.08
H 15.893 5.769 -24.210 0.11
H 15.262 6.845 -25.503 0.12
H 16.786 4.175 -25.772 0.08
H 15.189 4.626 -26.380 0.08
H 16.691 5.260 -27.059 0.08
C 10.160 9.511 -15.441 -0.08
C 10.579 10.918 -15.088 -0.23
O 9.700 11.550 -14.106 -0.20
P 8.355 12.289 -14.596 0.54
O 8.576 13.159 -15.821 -0.27
O 7.892 13.097 -13.251 -0.21
C 8.704 13.837 -12.417 -0.29
C 7.916 13.900 -11.101 -0.06
O 7.315 11.016 -14.680 -0.20
C 6.993 10.237 -13.528 -0.27
C 5.745 10.760 -12.790 -0.07
H 10.266 8.813 -14.610 0.08
H 9.107 9.524 -15.720 0.07
H 10.644 9.152 -16.350 0.07
H 11.572 10.792 -14.657 0.12
H 10.697 11.501 -16.001 0.11
H 9.663 13.342 -12.264 0.11
H 8.927 14.817 -12.840 0.12
H 8.414 14.515 -10.352 0.07
H 6.897 14.257 -11.254 0.08
H 7.798 12.895 -10.697 0.07
H 6.751 9.208 -13.794 0.12
H 7.847 10.154 -12.855 0.11
H 5.270 10.221 -11.970 0.08
H 5.913 11.787 -12.463 0.05
H 4.956 10.870 -13.533 0.08
C 14.631 9.073 -18.614 -0.06
C 13.090 9.103 -18.703 -0.25
O 12.519 10.430 -18.806 -0.17
P 12.295 11.089 -20.303 0.59
O 11.094 10.451 -20.955 -0.25
O 13.681 10.895 -21.107 -0.18
C 13.852 11.579 -22.322 -0.25
C 14.553 12.942 -22.092 -0.04
O 12.077 12.650 -20.042 -0.15
C 10.802 13.134 -19.765 -0.27
C 10.218 13.605 -21.080 -0.07
H 15.055 8.124 -18.288 0.08
H 15.149 9.344 -19.534 0.04
H 14.920 9.903 -17.969 0.08
H 12.859 8.566 -19.623 0.09
H 12.592 8.574 -17.891 0.10
H 14.544 11.003 -22.936 0.12
H 12.894 11.544 -22.842 0.10
H 13.939 13.603 -21.481 0.06
H 15.508 12.846 -21.576 0.08
H 14.685 13.373 -23.084 0.08
H 10.066 12.491 -19.282 0.10
H 10.794 14.066 -19.199 0.13
H 10.315 12.834 -21.844 0.06
H 9.159 13.840 -20.977 0.08
H 10.764 14.411 -21.571 0.08
C 10.785 2.731 -10.774 -0.10
C 10.062 2.977 -12.031 -0.29
O 11.035 3.232 -13.035 -0.18
P 11.488 4.713 -13.495 0.50
O 11.442 5.759 -12.473 -0.23
O 13.020 4.475 -14.103 -0.20
C 14.195 4.451 -13.290 -0.26
C 14.427 3.157 -12.503 -0.08
O 10.482 5.036 -14.744 -0.17
C 10.786 6.091 -15.677 -0.25
C 11.446 5.544 -16.974 -0.05
H 11.409 3.590 -10.526 0.08
H 10.148 2.483 -9.925 0.08
H 11.380 1.834 -10.949 0.08
H 9.529 2.058 -12.277 0.12
H 9.335 3.768 -11.844 0.12
H 15.116 4.575 -13.859 0.12
H 14.128 5.310 -12.622 0.11
H 15.355 3.130 -11.932 0.07
H 13.703 2.838 -11.754 0.06
H 14.631 2.302 -13.148 0.08
H 9.952 6.742 -15.942 0.10
H 11.509 6.770 -15.224 0.10
H 11.762 6.384 -17.592 0.05
H 12.367 5.023 -16.714 0.07
H 10.875 4.820 -17.556 0.07

6
Properties=species:S:1:pos:R:3:lowdin_charge:R:1 method="wB97M-V/def2-TZVPD" orbital_gap_ev="6.0 / 6.7" de_lowest_kj_mol=174.38 spin_multiplicity=3 max_force_ha_per_bohr=0.11657 s2=2.01 total_charge=-1
N -1.160 0.893 -0.784 -0.38
O -2.163 -1.431 -0.192 -0.50
O -3.224 0.591 0.711 -0.50
S -2.043 0.004 0.033 0.34
H -0.416 0.690 -1.673 -0.07
H 0.926 0.947 -2.567 0.10